Entry from OMol25: a molecular structure, C58H65BrFN4O6PPtSSi (the ωB97M-V functional and the def2-TZVPD basis).

Geometry as XYZ:
```
139
Properties=species:S:1:pos:R:3:forces:R:3:mulliken_charge:R:1
Pt 1.148 0.553 -1.265 -0.190 0.034 0.016 2.318
F -1.779 0.353 4.931 0.022 -0.002 0.003 -0.378
C -0.457 0.294 4.661 -0.010 0.053 0.042 0.265
C -0.060 0.415 3.364 0.020 -0.004 -0.030 0.378
C 1.301 0.407 3.039 -0.022 -0.017 0.085 0.400
C 1.718 0.555 1.655 -0.118 0.203 -0.035 0.763
O 0.810 0.722 0.790 -0.061 -0.186 0.317 0.592
C 3.105 0.544 1.410 0.041 -0.223 -0.106 -0.219
C 3.959 0.385 2.466 0.055 -0.090 0.103 -0.576
N 3.584 0.222 3.744 0.042 0.057 -0.058 0.361
C 4.592 0.099 4.778 0.035 -0.036 0.012 -0.356
C 4.757 -1.222 5.476 -0.010 -0.001 -0.016 -0.446
C 5.797 -0.744 4.508 -0.008 0.003 0.006 -1.048
C 2.237 0.253 4.067 -0.080 -0.012 0.007 -0.682
C 1.805 0.119 5.393 0.041 -0.051 -0.025 -0.264
C 0.460 0.143 5.721 -0.037 -0.014 -0.051 -1.354
N 0.064 -0.006 7.065 0.053 -0.011 0.045 0.260
C -1.319 -0.288 7.441 -0.014 -0.039 -0.009 -0.653
C -1.350 -0.650 8.930 0.039 -0.025 0.033 -0.800
N -0.037 -1.286 9.284 0.027 0.011 -0.026 -0.137
C 1.077 -0.262 9.249 -0.036 -0.044 0.012 -0.750
C 0.773 0.713 8.110 -0.017 0.075 0.010 -0.697
C 3.787 0.645 0.075 -0.143 0.316 -0.173 0.091
O 4.990 0.639 0.012 0.027 0.003 0.044 -0.738
O 3.076 0.879 -1.017 0.373 -0.347 -0.063 -0.088
H -0.797 0.531 2.581 -0.009 0.019 0.005 -0.032
H 5.021 0.374 2.266 0.003 0.016 -0.010 0.919
H 4.728 1.005 5.355 -0.011 0.011 -0.013 0.484
H 4.123 -2.032 5.142 -0.002 -0.002 0.012 0.242
H 4.984 -1.210 6.533 0.003 -0.002 -0.001 0.313
H 5.854 -1.261 3.560 0.008 0.005 -0.002 0.356
H 6.742 -0.384 4.888 0.001 -0.006 0.001 0.273
H 2.544 -0.042 6.163 -0.019 -0.001 0.024 0.921
H -1.683 -1.129 6.852 -0.010 0.019 -0.026 0.507
H -2.001 0.551 7.283 0.014 0.014 0.012 0.383
H -2.153 -1.347 9.158 0.001 -0.007 -0.013 0.402
H -1.449 0.219 9.577 -0.029 0.003 -0.006 0.362
H 0.170 -2.008 8.591 -0.015 -0.004 0.004 0.378
H -0.078 -1.741 10.197 -0.001 0.014 0.006 0.347
H 2.002 -0.813 9.090 0.011 0.017 0.003 0.442
H 1.108 0.225 10.221 0.002 0.009 -0.004 0.382
H 1.702 1.135 7.738 0.009 -0.021 -0.024 0.491
H 0.175 1.555 8.476 0.000 0.001 0.002 0.293
C -0.665 -0.677 -7.190 -0.018 -0.005 -0.019 -0.794
C 0.634 -1.128 -7.031 0.011 -0.007 -0.009 -0.961
C 1.332 -0.843 -5.867 -0.039 -0.016 -0.016 -0.522
C 0.717 -0.114 -4.850 0.066 -0.111 -0.028 1.164
C -0.590 0.336 -5.011 0.016 0.051 0.005 0.459
C -1.273 0.059 -6.181 -0.045 -0.022 0.060 -0.415
P 1.732 0.476 -3.488 0.097 0.002 0.092 0.555
C 3.273 -0.434 -3.539 0.006 0.052 -0.135 0.475
C 3.217 -1.829 -3.533 0.067 -0.038 0.040 -0.333
C 4.393 -2.558 -3.491 -0.020 -0.007 -0.026 -0.926
C 5.616 -1.898 -3.461 0.005 0.004 -0.003 -0.871
C 5.668 -0.513 -3.475 -0.006 -0.003 0.012 -0.757
C 4.496 0.226 -3.511 0.020 -0.037 0.005 -1.086
C 1.946 2.223 -3.823 0.088 0.017 0.072 -0.076
C 2.342 2.718 -5.037 0.030 0.024 0.010 -0.104
C 2.440 4.111 -5.220 -0.007 -0.017 -0.005 -1.171
C 2.115 4.965 -4.201 0.006 0.007 0.008 -0.738
C 1.670 4.481 -2.948 -0.011 -0.020 -0.020 1.386
C 1.283 5.338 -1.888 0.008 -0.010 -0.005 -1.107
C 0.832 4.814 -0.714 -0.009 0.018 0.033 -0.894
C 0.752 3.412 -0.522 -0.043 0.059 -0.043 0.185
C 1.120 2.564 -1.524 0.212 -0.002 0.111 0.146
C 1.589 3.082 -2.758 -0.026 -0.004 -0.026 -1.176
H -1.205 -0.893 -8.102 -0.004 0.009 0.003 0.431
H 1.115 -1.694 -7.818 0.000 -0.004 0.003 0.464
H 2.353 -1.181 -5.762 -0.044 0.020 -0.047 0.463
H -1.061 0.913 -4.227 -0.037 0.029 0.011 -0.016
H -2.284 0.418 -6.315 -0.050 0.016 0.025 0.474
H 2.260 -2.335 -3.575 0.006 -0.010 0.012 0.913
H 4.355 -3.639 -3.489 -0.004 0.003 0.007 0.493
H 6.534 -2.471 -3.429 0.003 0.000 0.004 0.426
H 6.621 -0.004 -3.439 0.007 0.000 -0.011 0.446
H 4.536 1.307 -3.496 -0.010 -0.001 0.004 0.417
H 2.573 2.048 -5.858 0.015 -0.003 0.004 0.598
H 2.762 4.502 -6.176 0.007 0.000 0.003 0.434
H 2.185 6.036 -4.348 -0.010 0.000 -0.001 0.471
H 1.347 6.410 -2.028 -0.004 0.001 -0.004 0.418
H 0.533 5.471 0.093 -0.003 0.000 -0.002 0.495
H 0.385 3.027 0.421 0.006 0.004 -0.009 0.389
C -3.401 3.453 -1.723 0.026 0.015 -0.007 -1.800
C -4.239 2.236 -2.150 -0.042 -0.019 0.019 2.829
C -4.120 2.138 -3.678 0.000 0.032 -0.009 -1.803
C -5.705 2.558 -1.778 0.001 0.043 -0.030 -1.764
Si -3.823 0.565 -1.304 0.137 0.104 0.244 -2.607
Br -1.351 0.892 -1.398 -0.448 -0.230 -0.364 -0.376
C -4.007 0.534 0.596 -0.104 0.039 -0.046 2.880
C -3.154 -0.559 1.257 -0.032 -0.024 0.028 -1.423
C -5.491 0.258 0.922 -0.018 0.009 0.047 -1.720
C -3.636 1.879 1.234 0.036 -0.001 0.011 -2.010
C -4.383 -1.000 -2.221 -0.059 0.005 0.047 3.434
C -4.292 -2.276 -1.372 0.078 -0.013 -0.034 -1.754
C -5.868 -0.817 -2.607 0.005 -0.006 -0.002 -1.933
C -3.558 -1.226 -3.492 0.026 -0.022 -0.079 -1.438
H -3.769 4.316 -2.285 -0.017 0.007 0.019 0.598
H -2.342 3.346 -1.953 -0.002 -0.007 -0.018 0.297
H -3.500 3.692 -0.667 0.036 -0.024 -0.001 0.266
H -4.383 3.109 -4.107 -0.007 -0.003 0.001 0.669
H -4.787 1.400 -4.118 -0.002 -0.011 0.004 0.351
H -3.098 1.913 -3.990 0.009 -0.009 0.010 0.073
H -6.006 3.455 -2.325 0.000 -0.006 -0.008 0.542
H -5.813 2.782 -0.716 -0.004 -0.003 -0.018 0.379
H -6.410 1.770 -2.038 -0.011 -0.046 -0.004 0.293
H -3.527 -1.559 1.056 0.018 -0.025 -0.039 0.389
H -3.192 -0.406 2.342 -0.019 -0.030 -0.001 0.570
H -2.111 -0.532 0.942 0.071 0.016 -0.025 -0.171
H -5.840 -0.699 0.536 0.013 -0.009 -0.008 0.316
H -6.155 1.039 0.551 0.000 -0.012 -0.009 0.331
H -5.605 0.229 2.010 0.001 -0.002 0.001 0.550
H -2.613 2.184 1.003 0.007 -0.006 -0.007 0.211
H -3.720 1.779 2.321 -0.004 -0.001 -0.001 0.560
H -4.311 2.680 0.934 0.014 -0.002 0.004 0.466
H -4.956 -2.257 -0.509 -0.004 0.019 0.024 0.350
H -3.276 -2.484 -1.044 -0.017 0.013 0.010 0.093
H -4.616 -3.111 -2.001 0.007 0.002 0.004 0.643
H -6.512 -0.633 -1.745 0.012 0.005 0.004 0.351
H -6.207 -1.750 -3.066 0.002 0.003 -0.005 0.582
H -6.032 -0.024 -3.334 0.009 0.020 -0.003 0.363
H -2.516 -1.453 -3.268 0.043 0.000 0.013 0.049
H -3.590 -0.372 -4.164 0.038 0.018 -0.063 0.092
H -3.978 -2.081 -4.032 0.011 0.004 0.014 0.636
O 3.288 -2.029 0.046 0.030 0.209 0.095 -0.657
C 2.292 -2.428 -0.525 0.163 0.077 -0.052 -0.302
N 1.257 -1.642 -0.969 -0.151 0.118 -0.003 -0.099
S 0.023 -2.540 -1.561 -0.013 -0.067 0.032 0.851
O -0.226 -2.181 -2.934 -0.056 0.055 -0.079 -0.632
O -1.101 -2.521 -0.662 -0.028 0.041 0.013 -0.726
C 0.851 -4.086 -1.458 -0.008 -0.016 0.055 -0.002
C 0.425 -5.337 -1.857 0.010 0.012 -0.017 -0.674
C 1.297 -6.395 -1.635 -0.021 -0.004 -0.016 -0.674
C 2.536 -6.191 -1.028 0.024 0.005 0.008 -0.653
C 2.936 -4.924 -0.624 -0.005 -0.003 -0.015 -0.492
C 2.068 -3.871 -0.852 -0.021 -0.010 0.010 0.242
H -0.536 -5.487 -2.331 -0.003 0.000 0.005 0.548
H 1.013 -7.393 -1.941 -0.002 0.000 0.001 0.456
H 3.194 -7.036 -0.876 0.001 0.002 0.005 0.435
H 3.896 -4.747 -0.159 -0.001 0.001 0.007 0.553
```
Positions in Å, forces in eV/Å.

Summary:
* maximum force: 0.62 eV Å⁻¹
* charge: +2
* orbital gap: 6.9 eV
* HOMO level: -11.775 eV

***

Entry from OMol25: C6H13N2O3P in the gas phase (the ωB97M-V functional and the def2-TZVPD basis).

Geometry as XYZ:
```
25
Properties=species:S:1:pos:R:3:forces:R:3:mulliken_charge:R:1
C 0.267 1.018 0.480 0.218 2.342 0.982 -0.917
C 0.240 -1.470 0.944 1.751 -1.704 -0.824 -0.574
C 0.531 -0.606 -1.528 -1.993 0.517 1.608 -0.893
C 0.836 -0.269 0.002 2.324 -3.741 0.209 1.536
C -1.802 2.055 -0.569 -1.187 -2.542 -0.980 -0.890
C 2.444 -0.501 0.128 -0.776 -0.415 -1.108 -1.306
N -3.494 -0.283 0.331 2.081 -1.903 0.003 -0.785
N -1.202 1.125 0.371 -0.190 -2.461 0.645 0.102
O -1.114 -1.289 1.394 -0.693 0.587 -0.728 -0.365
O -0.695 -1.223 -1.622 -2.845 0.587 2.317 -0.738
O 3.174 0.351 0.916 0.006 0.643 2.086 -0.548
P -1.921 -0.374 0.406 -1.014 1.239 -2.058 0.849
H 0.477 1.187 1.564 0.300 -0.157 -0.726 0.122
H 0.600 1.930 -0.056 0.483 -0.721 0.191 0.480
H 0.269 -2.432 0.324 -0.119 1.424 0.674 0.308
H 0.754 -1.754 1.920 -0.032 1.062 -1.332 0.309
H 0.514 0.319 -2.115 0.555 0.376 0.095 0.301
H 1.147 -1.331 -2.000 1.795 -0.347 -0.062 0.514
H -2.891 1.807 -0.469 0.783 1.090 -0.300 0.363
H -1.528 3.048 -0.340 0.130 1.089 0.167 0.365
H -1.501 1.703 -1.577 -0.141 0.823 0.145 0.306
H 2.885 -0.281 -0.792 -0.024 0.507 -2.196 0.464
H 2.847 -1.554 0.203 -1.400 0.407 0.623 0.394
H -3.779 -1.287 0.268 -0.367 0.918 0.097 0.250
H 2.943 0.111 1.816 0.358 0.379 0.474 0.355
```
Positions in Å, forces in eV/Å.

Summary:
* maximum force: 4.41 eV Å⁻¹
* charge: 0
* orbital gap (alpha / beta): 8.6 / 8.6 eV
* HOMO level (alpha / beta): -8.594 / -8.596 eV

***

Entry from OMol25: C3H5NO in the gas phase (the ωB97M-V functional and the def2-TZVPD basis).

Geometry as XYZ:
```
10
Properties=species:S:1:pos:R:3:forces:R:3:mulliken_charge:R:1
C -1.330 0.509 0.054 -0.559 -0.243 0.325 0.089
N -1.052 -0.658 0.448 -0.860 -0.001 -0.214 -0.456
C 0.373 -0.825 0.373 -0.293 0.246 -0.840 -0.504
C 0.776 0.542 -0.487 -0.526 -3.178 1.365 -0.386
O -0.348 1.382 -0.328 0.061 -0.471 0.375 -0.353
H -2.337 0.894 -0.017 0.000 0.159 0.104 0.384
H 0.720 -1.712 -0.167 -0.430 0.002 -0.031 0.296
H 0.786 -0.949 1.417 -0.150 0.690 -0.975 0.283
H 1.533 0.520 0.251 2.041 2.649 -0.465 0.314
H 0.880 0.298 -1.544 0.717 0.147 0.355 0.334
```
Positions in Å, forces in eV/Å.

Summary:
* maximum force: 3.50 eV Å⁻¹
* charge: 0
* structure (SMILES): C1=NCCO1
* orbital gap: 10.7 eV
* HOMO level: -9.707 eV

***

| no. | total energy (Ha) |
| --- | --- |
| 1 | -6741.47051 |
| 2 | -912.88682 |
| 3 | -247.23446 |